DFT (ωB97M-V with the def2-TZVPD basis set) results for a molecular structure, C28H44BrN3P2V at a distorted geometry.

Geometry as XYZ:
```
79
Properties=species:S:1:pos:R:3:mulliken_charge:R:1
C 6.79546 -4.06856 0.60139 -0.447
C 5.91548 -4.11294 -0.53653 0.297
C 6.48462 -4.69664 -1.70290 -0.442
C 7.80463 -5.15986 -1.70128 -0.324
N 8.57696 -5.07877 -0.63401 -0.485
C 8.10186 -4.56950 0.49122 -0.283
C 4.58456 -3.51599 -0.65102 0.776
C 3.51132 -2.85062 -0.72973 -0.631
C 3.35991 -1.36272 -0.80312 0.570
C 2.64324 -0.68246 0.23721 -0.562
C 2.45614 0.72056 0.09250 -0.269
C 2.99593 1.45191 -0.98182 -0.711
C 3.71820 0.75560 -1.96278 -0.280
C 3.83620 -0.61383 -1.89997 -0.565
V 1.40762 -1.99189 -1.01097 0.191
P -1.22516 -2.37688 -0.17780 1.004
H 5.93094 -4.70623 -2.64099 0.408
H 6.52321 -3.58668 1.53825 0.419
H 8.24837 -5.58682 -2.60276 0.382
H 8.80621 -4.54290 1.32432 0.392
H 4.49520 -1.11031 -2.59612 0.565
H 2.40509 -1.20221 1.18906 0.483
H 4.32175 1.35952 -2.67563 0.508
H 1.96175 1.24952 0.90769 0.907
C -2.91173 -1.71088 -0.55457 -0.834
C -3.93692 -2.61070 -1.24089 -1.201
H -2.73064 -0.78860 -1.13409 0.532
H -3.29915 -1.39772 0.43391 0.433
H -4.81039 -1.98362 -1.45858 0.431
H -3.56147 -3.02591 -2.18215 0.222
H -4.27947 -3.42378 -0.58965 0.270
C -0.62706 -3.58273 -1.41035 0.789
C 0.01630 -4.84626 -0.86696 -1.288
H 0.10338 -3.00820 -2.04528 -1.115
H -1.48356 -3.81837 -2.06317 0.568
H 0.45675 -5.37101 -1.72370 0.419
H 0.81780 -4.63111 -0.13903 0.205
H -0.74650 -5.50669 -0.43175 0.381
C -1.49949 -3.14752 1.46402 -0.820
C -2.64197 -4.14690 1.60674 -1.234
H -1.66593 -2.27211 2.11811 0.435
H -0.52794 -3.58911 1.73992 0.400
H -2.53665 -4.58593 2.60768 0.416
H -3.62590 -3.66267 1.55837 0.276
H -2.60051 -4.96094 0.87016 0.275
Br 2.71360 3.27419 -1.09277 -0.054
P 0.45566 -0.60352 -4.99055 -0.193
C -0.79243 -1.65437 -4.17573 0.971
C -1.82202 -2.14909 -5.20646 -1.503
H -1.26865 -1.09955 -3.34478 -0.328
H -0.25109 -2.50909 -3.74130 -0.020
H -2.30838 -3.07066 -4.85700 0.360
H -2.60253 -1.40020 -5.39353 0.378
H -1.34258 -2.36980 -6.17449 0.435
C 0.17311 1.12697 -4.47375 -0.085
C 0.46027 2.08885 -5.65664 -1.303
H 0.79989 1.37546 -3.60065 -0.019
H -0.89512 1.20588 -4.20271 0.415
H 0.32072 3.14399 -5.36772 0.388
H 1.49244 1.97421 -6.03070 0.335
H -0.23126 1.88368 -6.49250 0.347
C 2.08410 -1.09077 -4.34984 1.365
C 2.87290 -1.81699 -5.45462 -1.501
H 1.97899 -1.73550 -3.44340 -0.678
H 2.60087 -0.16759 -4.05004 -0.138
H 3.91648 -1.95151 -5.13879 0.377
H 2.43907 -2.80709 -5.65550 0.368
H 2.87297 -1.24381 -6.39663 0.381
C -2.30195 1.15043 2.21603 -0.720
N -1.00531 1.23851 1.48049 -0.044
C -0.02825 2.20506 2.03554 -0.970
C -0.57881 0.41139 0.56209 0.367
N -0.01377 -0.25403 -0.24501 -0.403
H -2.25909 1.95487 2.94479 0.278
H -2.40563 0.22895 2.81151 0.315
H -3.21354 1.31559 1.62154 0.321
H 0.78838 1.66398 2.55441 0.408
H 0.36996 2.87859 1.26083 0.278
H -0.52039 2.81751 2.78362 0.414
```

Its HOMO energy (spin up / spin down) is -0.45614 / -0.45668 Eh. Its gap between HOMO and LUMO (spin up / spin down) is 5.43 / 5.57 eV. The charge is +2. For the largest force on an atom, the calculation gives 3.736 eV/A. As for the lowest unoccupied orbital energy (spin up / spin down): -0.2566 / -0.2522 Eh. Its spin multiplicity is 4.



DFT (ωB97M-V with the def2-TZVPD basis set) results for a molecular structure, ClH3N2O2S at a distorted geometry.

Geometry as XYZ:
```
9
Properties=species:S:1:pos:R:3:nbo_charge:R:1
N 0.44887 0.01225 0.21101 -0.517
N -0.26845 0.00822 -0.94236 -0.393
O -1.92870 0.54113 1.31430 -0.911
O -2.94381 1.49341 -0.74519 -0.902
S -2.30333 0.40724 -0.08712 1.844
Cl -3.85702 -1.10207 0.05725 -0.296
H 1.07363 0.76492 0.45059 0.390
H 0.50481 -0.88687 0.72939 0.410
H -0.34932 0.79417 -1.51854 0.375
```

Its HOMO energy is -0.34611 Eh. Its gap between HOMO and LUMO is 7.65 eV. The charge is 0. For the largest force on an atom, the calculation gives 5.486 eV/A. As for the lowest unoccupied orbital energy: -0.0651 Eh.



DFT (ωB97M-V with the def2-TZVPD basis set) results for a molecular structure, C42H58AsN5SSbSr at a distorted geometry.

Geometry as XYZ:
```
109
Properties=species:S:1:pos:R:3:nbo_charge:R:1
Sr -1.07723 -0.19142 -0.52043 1.787
C 1.03375 -3.12002 0.98122 -0.121
C -0.02141 -3.56984 0.16372 -0.137
C 0.28321 -3.19692 -1.16736 -0.187
C 1.53609 -2.53250 -1.16460 -0.159
C 2.00233 -2.49661 0.16302 -0.138
C 3.35082 -2.05259 0.63865 -0.608
C 2.29759 -2.11696 -2.38996 -0.611
C -0.51458 -3.52649 -2.39823 -0.620
C -1.14096 -4.46254 0.61223 -0.632
C 1.15064 -3.30597 2.46321 -0.621
H 3.73631 -2.73017 1.40822 0.198
H 3.36257 -1.05127 1.08800 0.177
H 4.08763 -2.04171 -0.16966 0.192
H 2.68063 -2.97553 -2.96005 0.186
H 3.16749 -1.50595 -2.13243 0.192
H 1.69869 -1.53186 -3.09200 0.188
H -0.94439 -4.53285 -2.34297 0.194
H 0.11721 -3.50378 -3.29140 0.198
H -1.35780 -2.85337 -2.59713 0.179
H -0.80368 -5.49770 0.76026 0.184
H -1.94918 -4.49292 -0.11873 0.202
H -1.58495 -4.13332 1.55604 0.206
H 1.98863 -3.95844 2.74385 0.185
H 0.24580 -3.75231 2.88028 0.207
H 1.30592 -2.36011 2.99415 0.191
C -3.36772 -0.27640 -4.89747 -0.267
C -2.81494 -0.61342 -3.65609 0.061
N -1.63465 -0.20260 -3.24730 -0.476
C -0.90962 0.58153 -4.06460 0.256
C -1.36884 0.96790 -5.33836 -0.113
C -2.63906 0.52064 -5.74106 -0.126
C -0.54881 1.78313 -6.18011 -0.182
C 0.67380 2.18233 -5.77209 -0.177
C 1.17819 1.80933 -4.48726 -0.094
C 2.45317 2.20687 -4.04359 -0.127
C 2.88442 1.80717 -2.80884 -0.252
C 2.02492 1.02639 -2.02378 0.086
N 0.82270 0.65319 -2.40051 -0.462
C 0.39709 1.02358 -3.62218 0.155
H -4.34779 -0.64448 -5.16965 0.215
H -3.35435 -1.25044 -2.96258 0.210
H -3.02188 0.80824 -6.71281 0.210
H -0.93455 2.06278 -7.15276 0.209
H 1.30132 2.79363 -6.40868 0.212
H 3.07532 2.81777 -4.68663 0.211
H 3.85809 2.07695 -2.42315 0.229
H 2.33987 0.68186 -1.04480 0.224
N -0.98299 5.92130 1.38148 -0.525
C -1.59839 5.12761 0.80076 0.458
N -2.38892 4.30233 0.14380 -0.708
C -1.94267 3.20543 -0.36415 0.586
N -1.66783 2.20050 -0.89710 -0.763
C -2.94223 0.24510 4.56617 -0.260
C -1.70584 -0.36885 4.41992 -0.272
C -1.09612 -0.41800 3.16837 -0.191
C -1.65587 0.12647 2.00285 -0.577
C -2.91024 0.72871 2.20949 -0.270
C -3.54775 0.79824 3.44439 -0.253
H -3.42358 0.29601 5.53690 0.188
H -1.21739 -0.81080 5.28403 0.188
H -0.13793 -0.93204 3.10092 0.175
H -3.43640 1.18196 1.36603 0.171
H -4.51179 1.29102 3.53829 0.185
C 5.34289 2.54739 2.05542 -0.623
C 4.41258 1.97991 0.98924 -0.535
C 5.14256 0.89085 0.20791 -0.619
Sb 2.44206 1.28502 1.71565 1.036
C 2.90446 1.25230 3.84386 -0.523
C 3.62456 -0.04543 4.19488 -0.626
C 1.64773 1.42044 4.68750 -0.627
C 1.50532 3.25138 1.63595 -0.542
C 2.18194 4.35787 2.43344 -0.630
C 1.36598 3.67506 0.17606 -0.628
H 6.25547 2.94387 1.59483 0.192
H 5.65178 1.77098 2.76003 0.198
H 4.88797 3.35223 2.63181 0.212
H 4.14970 2.78785 0.29996 0.200
H 5.50105 0.10501 0.87714 0.207
H 6.01751 1.29974 -0.31131 0.189
H 4.51262 0.39369 -0.53331 0.206
H 3.57345 2.09697 4.02748 0.201
H 2.97814 -0.90852 4.01836 0.215
H 3.91263 -0.05840 5.25167 0.195
H 4.53034 -0.19640 3.60162 0.200
H 0.97092 0.57458 4.56435 0.222
H 1.08270 2.31836 4.43088 0.216
H 1.90932 1.48360 5.74982 0.193
H 0.50549 3.07935 2.04534 0.234
H 3.15093 4.61603 1.99740 0.185
H 2.34531 4.09061 3.47949 0.199
H 1.55940 5.25691 2.40871 0.234
H 2.34557 3.82964 -0.28703 0.179
H 0.82686 4.62414 0.10819 0.232
H 0.82161 2.94319 -0.42339 0.211
C -5.90329 -4.27577 -0.35638 -0.972
As -5.38790 -2.42307 -0.58070 1.462
C -6.03638 -1.93514 -2.34357 -0.983
C -6.49224 -1.41367 0.64500 -0.975
S -3.36399 -2.15254 -0.24900 -0.699
H -6.98334 -4.38368 -0.45092 0.227
H -5.57346 -4.60063 0.62827 0.256
H -5.39315 -4.86979 -1.11217 0.249
H -7.09161 -2.18722 -2.44319 0.233
H -5.45409 -2.47391 -3.08960 0.243
H -5.89862 -0.86306 -2.47741 0.248
H -7.54488 -1.66359 0.51651 0.225
H -6.32480 -0.35431 0.45781 0.256
H -6.16298 -1.63964 1.65766 0.263
```

Its HOMO energy is -0.11657 Eh. Its gap between HOMO and LUMO is 4.80 eV. The charge is -1. For the largest force on an atom, the calculation gives 1.395 eV/A. As for the lowest unoccupied orbital energy: 0.0599 Eh.



DFT (ωB97M-V with the def2-TZVPD basis set) results for 14 unconnected molecules or ions with the total composition C32H61BrCl26FN4O at a distorted geometry.

Geometry as XYZ:
```
126
Properties=species:S:1:pos:R:3:mulliken_charge:R:1
C 0.00645 -1.95277 -1.17767 0.184
C -1.52540 -1.67423 -0.66179 -0.040
F -2.22807 -3.01063 -0.71765 -0.180
N -2.26158 -0.57739 -1.39910 0.620
C -3.67028 -0.90048 -1.88902 -0.175
C -4.69797 -1.02853 -0.57605 0.238
O -5.24377 -2.26634 -0.41912 -0.460
Br -5.09347 0.44821 0.71316 -0.114
C -1.80367 0.69736 -1.62850 0.059
N -2.41796 1.90108 -2.30829 -0.423
C -1.53788 3.14874 -2.28605 -0.006
N -0.30201 2.61526 -1.57733 -0.276
N -0.46137 1.26443 -1.22075 0.300
H 0.20119 -3.11396 -1.34116 0.378
H 0.26808 -1.29727 -2.11147 -0.304
H 0.72039 -1.64931 -0.27041 -0.359
H -1.55934 -1.37415 0.49328 0.206
H -4.13150 -0.08653 -2.59465 0.545
H -3.68356 -1.91568 -2.51647 -0.099
H -1.72937 4.23049 -2.69077 0.366
H 0.55023 3.18241 -1.36405 0.255
H 0.34594 0.80902 -0.72548 0.227
Cl -0.42618 -3.07077 -6.09603 -0.174
C -2.12557 -3.19505 -5.57664 0.255
C -2.95792 -2.01422 -6.04910 -0.540
Cl -2.50591 -0.50024 -5.22564 -0.159
H -2.14126 -3.28929 -4.48641 -0.421
H -2.51948 -4.12219 -6.00370 0.387
H -4.01464 -2.19126 -5.82667 0.268
H -2.85919 -1.85634 -7.12756 0.410
Cl 0.20960 -3.35039 3.76860 -0.158
C 0.77469 -4.22858 2.32548 -0.202
C 2.18301 -3.82338 1.92194 -0.531
Cl 2.25077 -2.15524 1.29965 -0.158
H 0.05713 -4.05220 1.51819 0.024
H 0.75121 -5.29375 2.57447 0.362
H 2.54184 -4.47467 1.11911 0.298
H 2.88158 -3.90115 2.76082 0.386
Cl 3.14880 0.75636 6.83967 -0.170
C 1.42146 0.51815 7.20392 -0.476
C 0.74619 -0.40615 6.20387 -0.455
Cl 0.60959 0.33447 4.58915 -0.161
H 0.94180 1.50143 7.23226 0.315
H 1.36695 0.08428 8.20687 0.330
H -0.27212 -0.63199 6.53482 0.318
H 1.28719 -1.35169 6.09874 0.299
Cl 8.54880 3.59984 5.13098 -0.185
C 6.82146 3.36162 5.49522 -0.008
C 6.14619 2.43732 4.49518 -0.417
Cl 6.00959 3.17794 2.88045 -0.126
H 6.34180 4.34491 5.52357 -0.109
H 6.76695 2.92775 6.49817 0.327
H 5.12788 2.21148 4.82612 0.155
H 6.68719 1.49179 4.39005 0.365
Cl 4.15675 -2.38481 -3.32414 -0.167
C 3.45953 -1.53477 -4.72573 -0.303
C 3.11409 -0.08934 -4.40668 -0.009
Cl 1.74754 0.04075 -3.27083 0.025
H 2.58098 -2.09525 -5.06000 0.166
H 4.20901 -1.57088 -5.52203 0.366
H 2.81536 0.43228 -5.32109 0.330
H 3.96658 0.44357 -3.97420 -0.366
Cl -4.43817 -7.93821 -2.46321 -0.182
C -3.48038 -7.11773 -1.20521 -0.451
C -3.77426 -5.62782 -1.14053 -0.667
Cl -3.17868 -4.76163 -2.57912 -0.078
H -2.42182 -7.31195 -1.40385 0.323
H -3.73966 -7.58954 -0.25269 0.362
H -3.27039 -5.18650 -0.27517 0.283
H -4.84679 -5.43151 -1.04621 0.382
Cl -9.09040 -6.28251 -2.64533 -0.187
C -8.52531 -7.16070 -4.08844 -0.453
C -7.11699 -6.75550 -4.49198 0.061
Cl -7.04923 -5.08736 -5.11428 -0.189
H -9.24287 -6.98432 -4.89573 0.326
H -8.54879 -8.22587 -3.83945 0.316
H -6.75816 -7.40679 -5.29481 0.343
H -6.41842 -6.83327 -3.65311 -0.212
Cl 5.21629 6.81015 5.27184 -0.156
C 4.73010 7.62540 3.76449 -0.632
C 5.58731 7.20430 2.58201 -0.141
Cl 7.26009 7.80276 2.71683 -0.203
H 4.77718 8.70580 3.93252 0.368
H 3.68579 7.35499 3.58168 0.339
H 5.17637 7.62123 1.65747 0.398
H 5.62395 6.11552 2.47725 0.043
Cl 4.66122 1.12867 -0.97690 -0.163
C 6.40428 1.10435 -1.34332 -0.374
C 6.72450 1.79996 -2.65632 -0.299
Cl 6.11273 0.89481 -4.06379 -0.233
H 6.73562 0.06132 -1.34800 0.368
H 6.90776 1.61728 -0.51836 0.191
H 7.80881 1.88059 -2.77980 0.315
H 6.30217 2.80898 -2.69222 0.171
Cl -7.32536 0.30231 -2.95654 -0.193
C -8.15292 0.46065 -1.38708 -0.346
C -9.59686 0.90936 -1.54232 -0.305
Cl -9.72053 2.59229 -2.11413 -0.194
H -7.57813 1.15734 -0.76904 0.222
H -8.11865 -0.52391 -0.91106 0.319
H -10.10580 0.86652 -0.57453 0.339
H -10.14469 0.27182 -2.24317 0.158
Cl 7.29454 5.16226 8.28153 -0.176
C 8.31835 6.59604 8.01847 -0.359
C 8.42595 7.46075 9.26390 -0.480
Cl 6.88590 8.26443 9.65994 -0.184
H 7.90740 7.15602 7.17274 0.262
H 9.30903 6.22898 7.73395 0.305
H 9.16360 8.25309 9.10404 0.325
H 8.73771 6.87665 10.13533 0.315
Cl -13.99132 -3.30614 -0.77756 -0.185
C -13.42623 -4.18434 -2.22068 -0.428
C -12.01791 -3.77913 -2.62422 -0.274
Cl -11.95015 -2.11100 -3.24651 -0.192
H -14.14379 -4.00795 -3.02797 0.325
H -13.44971 -5.24950 -1.97169 0.295
H -11.65908 -4.43043 -3.42705 0.199
H -11.31934 -3.85690 -1.78534 0.255
Cl 6.97919 5.66830 -1.91643 -0.198
C 7.44503 5.35745 -0.22542 0.123
C 8.88760 4.89432 -0.10338 -0.467
Cl 9.13080 3.26514 -0.78246 -0.188
H 6.74865 4.62175 0.18873 0.016
H 7.30911 6.29751 0.31766 0.015
H 9.17369 4.84258 0.95159 0.318
H 9.57563 5.57884 -0.60915 0.378
```

Its HOMO energy is -0.43506 Eh. Its gap between HOMO and LUMO is 8.24 eV. The charge is +1. For the largest force on an atom, the calculation gives 9.528 eV/A. As for the lowest unoccupied orbital energy: -0.1323 Eh.